# 1
# C35H33BeClN4S2Si2

A molecular structure, C35H33BeClN4S2Si2 (wB97M-V/def2-TZVPD, the Open Molecules 2025 dataset).

ORCA input file:
```
! RIJCOSX wB97M-V def2-TZVPD def2/J DEFGRID3
* xyz 0 1
C -1.32 -0.91 5.14
C -2.15 -0.23 4.19
C -2.15 -0.99 2.98
H -2.82 0.60 4.42
C -1.29 -2.09 3.15
C -0.73 -2.03 4.45
H -0.12 -2.81 4.92
H -1.29 -0.74 6.22
H -2.80 -0.81 2.12
H -1.19 -2.91 2.44
Be 0.09 -0.09 4.28
Si 0.31 0.07 -3.27
C 0.56 1.64 -4.26
C 1.79 1.95 -4.87
H 2.66 1.30 -4.72
C 1.90 3.08 -5.68
H 2.87 3.34 -6.14
C 0.78 3.89 -5.92
H 0.87 4.78 -6.55
C -0.46 3.56 -5.36
H -1.35 4.16 -5.57
C -0.56 2.46 -4.50
H -1.52 2.22 -4.02
C 0.86 -1.38 -4.32
C 0.28 -1.49 -5.60
H -0.40 -0.70 -5.95
C 0.52 -2.61 -6.40
H 0.05 -2.68 -7.39
C 1.36 -3.63 -5.95
H 1.53 -4.51 -6.57
C 1.98 -3.51 -4.70
H 2.65 -4.29 -4.35
C 1.73 -2.40 -3.88
H 2.19 -2.32 -2.89
H -1.15 -0.09 -3.34
Si 0.60 0.02 -0.69
C -0.40 -1.58 -0.74
C -1.73 -1.57 -1.22
H -2.19 -0.63 -1.56
C -2.47 -2.75 -1.29
H -3.44 -2.74 -1.79
C -1.98 -3.92 -0.72
H -2.59 -4.82 -0.69
C -0.69 -3.93 -0.17
H -0.30 -4.83 0.32
C 0.12 -2.79 -0.25
H 1.16 -2.83 0.08
C -0.57 1.48 -0.42
C -1.78 1.31 0.24
H -2.03 0.36 0.72
C -2.72 2.35 0.26
H -3.70 2.18 0.72
C -2.42 3.59 -0.31
H -3.16 4.39 -0.31
C -1.16 3.79 -0.87
H -0.90 4.77 -1.28
C -0.24 2.74 -0.93
H 0.73 2.89 -1.43
H 1.86 0.20 -1.42
Cl 1.59 -0.09 1.21
N -1.40 2.89 4.03
C -0.39 2.63 4.86
N 0.31 1.49 4.86
C 1.40 1.53 5.73
C 1.50 2.72 6.43
S 0.22 3.81 6.01
C 2.20 0.36 5.62
C 3.41 -0.02 6.16
S 3.89 -1.57 5.57
C 2.46 -1.62 4.56
N 1.67 -0.56 4.71
N 2.22 -2.66 3.75
H -1.85 3.79 4.12
H -1.61 2.28 3.25
H 2.29 2.92 7.15
H 3.97 0.61 6.85
H 2.86 -3.44 3.81
H 1.59 -2.57 2.96
*
```

ΔE to the lowest compared entry with this formula, charge and spin in eV: 1.308
E_HOMO in eV: -4.924

# 2
# C35H33CaN5S3

A molecular structure, C35H33CaN5S3 (wB97M-V/def2-TZVPD, the Open Molecules 2025 dataset).

ORCA input file:
```
! RIJCOSX wB97M-V def2-TZVPD def2/J DEFGRID3
* xyz 0 1
Ca 1.00 -1.44 0.89
N 3.34 1.59 -2.02
C 2.55 0.60 -1.47
N 2.55 0.33 -0.24
C 3.47 0.98 0.60
N 3.66 0.49 1.77
N 2.98 -0.67 2.01
C 3.17 -1.24 3.19
C 2.38 -2.34 3.56
C 2.48 -2.77 4.89
C 1.86 -3.93 5.29
C 1.14 -4.72 4.39
C 1.03 -4.21 3.10
N 1.57 -3.03 2.70
C 4.18 2.13 0.11
C 5.00 2.92 0.95
C 5.81 3.97 0.45
C 5.80 4.17 -0.92
C 4.98 3.41 -1.77
C 4.19 2.41 -1.25
H 3.35 1.69 -3.03
H 1.89 0.08 -2.18
H 3.79 -0.67 3.92
H 3.02 -2.13 5.61
H 1.90 -4.19 6.33
H 0.70 -5.67 4.68
H 0.49 -4.82 2.35
H 5.02 2.57 1.98
H 6.39 4.60 1.09
H 6.38 5.01 -1.40
H 5.00 3.57 -2.81
C -1.04 1.21 3.55
C -0.69 2.07 2.33
S -0.44 1.17 0.76
C -2.08 0.65 0.34
C -2.92 -0.39 1.16
S -2.08 -1.89 1.77
C -2.13 -1.84 3.58
C -0.93 -1.39 4.41
S 0.14 -0.16 3.70
H -2.01 0.74 3.37
H -1.06 1.84 4.43
H 0.24 2.61 2.57
H -1.40 2.84 2.14
H -1.90 0.27 -0.63
H -2.76 1.53 0.29
H -3.66 -0.73 0.45
H -3.44 0.10 1.97
H -2.37 -2.89 3.79
H -3.02 -1.28 3.75
H -0.23 -2.21 4.63
H -1.33 -1.05 5.37
C -0.08 -1.32 -1.43
C -0.87 -0.93 -2.31
C -1.78 -0.50 -3.26
C -3.11 -1.11 -3.23
C -3.62 -1.58 -2.03
C -4.89 -2.15 -1.96
C -5.64 -2.20 -3.13
C -5.14 -1.83 -4.35
C -3.89 -1.26 -4.38
C -1.46 0.71 -4.06
C -0.12 1.06 -4.42
C 0.10 2.19 -5.20
C -0.95 2.97 -5.67
C -2.25 2.73 -5.21
C -2.51 1.62 -4.41
H -3.03 -1.59 -1.13
H -5.24 -2.56 -1.01
H -6.62 -2.64 -3.13
H -5.73 -1.97 -5.27
H -3.52 -1.00 -5.37
H 0.74 0.49 -4.09
H 1.06 2.45 -5.53
H -0.79 3.73 -6.38
H -3.08 3.34 -5.50
H -3.53 1.45 -4.05
*
```

E_HOMO (alpha / beta) in eV: -6.244 / -5.183

# 3
# C35H33I2KN12O9S4

A molecular structure, C35H33I2KN12O9S4 (wB97M-V/def2-TZVPD, the Open Molecules 2025 dataset).

ORCA input file:
```
! RIJCOSX wB97M-V def2-TZVPD def2/J DEFGRID3
* xyz -2 1
K -1.15 0.54 0.85
N -5.74 1.53 2.94
C -4.49 1.86 2.70
N -3.86 0.88 2.10
C -4.82 -0.11 2.05
N -6.01 0.27 2.57
C -4.53 -1.36 1.49
C -5.44 -2.39 1.69
N -5.33 -3.51 1.00
C -4.33 -3.62 0.18
C -3.31 -2.65 0.11
N -3.43 -1.50 0.73
H -6.53 2.17 3.12
H -4.06 2.86 2.81
H -6.38 -2.27 2.17
H -4.33 -4.58 -0.41
H -2.42 -2.77 -0.51
I 1.16 4.74 -0.19
C 0.87 6.07 1.60
I -1.18 6.19 2.31
H 1.21 7.05 1.29
H 1.47 5.52 2.35
C -1.47 -4.65 -5.12
C -0.25 -4.26 -4.29
C -0.09 -3.04 -3.62
C 1.11 -2.75 -2.91
C 2.19 -3.62 -3.06
C 2.03 -4.79 -3.75
C 0.81 -5.19 -4.24
S 3.65 -3.42 -1.99
O 3.42 -4.27 -0.76
O 0.06 3.29 -4.95
N 3.71 -1.72 -1.82
C 3.92 -1.21 -0.40
C 2.84 -1.56 0.62
C 1.34 -1.25 0.32
O 0.41 -1.61 1.13
O 1.15 -0.45 -0.68
H -1.30 -5.57 -5.70
H -1.70 -3.86 -5.85
H -2.32 -4.75 -4.52
H -0.88 -2.37 -3.60
H 1.13 -1.80 -2.33
H 2.88 -5.47 -3.84
H 0.66 -6.20 -4.56
H 2.87 -1.27 -2.21
H 3.97 -0.13 -0.59
H 4.87 -1.70 -0.12
H 3.08 -0.99 1.50
H 2.81 -2.62 0.96
O 5.35 0.53 9.37
S 5.42 -0.95 9.04
O 6.12 -1.61 10.14
O 5.69 -1.26 7.66
C 3.60 -1.38 9.01
N 3.23 -2.38 9.77
C 1.97 -2.82 9.57
C 1.07 -2.26 8.67
C 1.59 -1.15 7.93
N 2.81 -0.72 8.20
C 0.89 -0.59 6.78
C 1.35 0.65 6.25
C 0.69 1.24 5.17
N -0.11 0.51 4.34
C -0.50 -0.69 4.81
C -0.12 -1.24 6.07
H 1.72 -3.73 10.18
H 0.05 -2.56 8.55
H 2.12 1.25 6.71
H 0.88 2.25 4.87
H -1.12 -1.21 4.12
H -0.37 -2.30 6.16
N 2.40 2.87 -9.95
C 1.89 2.97 -8.71
C 2.42 2.39 -7.52
C 1.79 2.57 -6.32
C 0.59 3.24 -6.22
C 0.04 3.83 -7.40
C 0.67 3.72 -8.57
S -1.49 3.77 -4.54
O -1.35 5.20 -4.60
O -2.43 3.20 -5.48
N -1.37 3.08 -3.14
C -2.31 3.36 -2.22
S -3.75 4.32 -2.61
C -4.07 4.43 -0.98
C -3.22 3.71 -0.23
N -2.29 3.00 -0.92
H 3.31 2.51 -10.24
H 1.89 3.31 -10.73
H 3.36 1.81 -7.52
H 2.18 2.22 -5.43
H -0.95 4.33 -7.39
H 0.21 4.16 -9.50
H -4.90 4.96 -0.59
H -3.23 3.76 0.88
*
```

ΔE to the lowest compared entry with this formula, charge and spin in eV: 1.835
E_HOMO in eV: -3.650

These records have max |F| values of 3.08; 2.34; 4.95 eV/Å, in the order they appear.